ORCA calculation (wB97M-V/def2-TZVPD) on a 2-piece molecular cluster, C3H10NOS overall in a non-equilibrium geometry.

## Properties
Strongest force on any atom (eV/A): 1.884
HOMO-LUMO gap (eV): 6.117
LUMO energy (eV): 3.640
Charge: -1

The geometry in XYZ format:
```
16
Properties=species:S:1:pos:R:3:forces:R:3
S 1.1059 -0.8558 -1.1858 0.231 -0.313 -0.077
O 3.8280 -0.3075 -3.9084 -0.164 -0.824 -0.315
N -2.2588 0.0451 2.1533 -0.012 -0.727 -0.194
C 0.1729 -0.6055 0.3731 0.496 1.281 -1.289
C -1.3771 1.0339 1.4917 0.112 -0.179 0.764
C -0.7678 0.5921 0.1691 -0.319 -0.516 0.658
H 0.8462 -0.2300 1.1526 0.095 -0.784 0.257
H -1.9070 1.9910 1.4697 0.036 -0.017 -0.308
H -1.6694 -0.5770 2.7004 0.040 0.246 0.178
H -0.3273 -1.5398 0.5811 -0.201 -0.081 0.610
H -2.5830 -0.6203 1.4553 -0.333 0.287 -0.241
H 3.0423 -0.6853 -3.4809 -0.037 0.524 0.409
H 4.1480 -1.0872 -4.3855 0.157 0.362 0.039
H -0.5579 1.1372 2.2113 0.124 0.481 -0.146
H -1.5404 0.3211 -0.5491 -0.136 0.137 -0.203
H -0.1547 1.3879 -0.2478 -0.088 0.123 -0.141
```
Forces are in eV/Å.